No. 1
Density functional theory data (the ωB97M-V functional and the def2-TZVPD basis) for a 2-piece molecular cluster, C6H10O3 overall in a non-equilibrium geometry.

The geometry in XYZ format:
```
19
Properties=species:S:1:pos:R:3:forces:R:3:mulliken_charge:R:1
C 1.360 0.448 -1.890 0.4 0.5 -2.5 -1.439
C 0.533 -0.409 -0.993 -0.9 1.1 -0.7 1.341
C 0.156 -1.737 -1.627 0.7 -0.4 -0.8 -1.518
C -0.409 0.467 -0.193 -1.0 -0.7 0.9 0.080
O -1.546 1.138 -0.305 -0.2 0.3 -0.4 -0.567
C 0.537 -0.091 0.472 1.3 -0.6 -0.1 -0.287
O 1.162 -0.556 1.576 1.1 0.5 1.8 -0.572
H 2.211 0.833 -1.422 1.4 0.6 1.0 0.394
H 0.915 1.327 -2.399 -0.6 -0.3 0.7 0.285
H 1.740 -0.061 -2.768 0.2 -0.6 -0.1 0.398
H 0.971 -2.196 -2.237 -0.2 0.6 0.6 0.384
H -0.660 -1.710 -2.336 -0.4 0.5 -0.2 0.303
H -0.107 -2.484 -0.926 -0.3 -0.7 1.1 0.417
H -1.943 1.341 0.563 0.2 -0.2 -0.2 0.511
H 1.984 -0.082 1.931 -1.8 -0.6 -1.4 0.344
C -1.766 0.923 3.223 2.3 1.0 0.1 -0.099
O -2.399 1.247 2.276 -1.6 1.1 -1.2 -0.482
H -1.150 1.740 3.767 -1.0 -1.4 0.0 0.240
H -1.591 -0.138 3.287 0.3 -0.8 1.3 0.267
```
Forces are in eV/Å.

As for the SMILES: CC1(C)C(O)=C1O.C=O. For the largest force on an atom, the calculation gives 0.050 Eh/bohr. The value obtained for the HOMO energy is -8.3 eV.

---

No. 2
Density functional theory data (the ωB97M-V functional and the def2-TZVPD basis) for a 2-piece molecular cluster, C6H10O3 overall in a non-equilibrium geometry.

The geometry in XYZ format:
```
19
Properties=species:S:1:pos:R:3:forces:R:3:mulliken_charge:R:1
C -0.312 1.424 -0.955 0.0 -0.4 0.3 -1.068
C -0.838 0.576 -0.060 1.2 -3.4 -1.8 1.262
C -2.290 0.228 0.017 0.1 0.1 0.0 -1.434
C 0.103 -0.758 0.342 -1.5 1.5 -1.9 0.042
O -0.367 -1.869 0.471 0.2 1.1 0.4 -0.550
C 1.621 -0.598 0.093 0.1 -0.4 0.6 0.788
C 2.210 -1.574 -0.883 0.0 0.1 0.0 -1.280
O 2.264 0.194 0.744 -0.3 0.1 -0.1 -0.544
H 0.733 1.685 -0.967 0.2 -0.3 -0.2 0.326
H -0.944 1.932 -1.668 -0.2 0.4 0.2 0.277
H -2.901 1.129 0.045 0.0 0.0 0.1 0.394
H -2.473 -0.389 0.892 -0.2 0.0 0.0 0.344
H -2.578 -0.349 -0.861 0.0 -0.1 0.0 0.318
H 1.810 -1.367 -1.878 0.0 0.0 0.0 0.311
H 3.296 -1.504 -0.889 0.0 0.1 0.0 0.361
H 1.902 -2.583 -0.610 -0.1 0.0 0.0 0.336
O -0.516 1.455 1.769 1.1 0.0 1.5 -0.575
H 0.266 0.820 1.784 -1.3 1.6 1.0 0.389
H -0.985 1.548 2.615 0.7 -0.4 0.0 0.304
```
Forces are in eV/Å.

As for the SMILES: C=C(C)C(=O)C(C)=O.O. For the largest force on an atom, the calculation gives 0.078 Eh/bohr. The value obtained for the HOMO energy is -8.8 eV.

---

No. 3
Density functional theory data (the ωB97M-V functional and the def2-TZVPD basis) for one molecule with the formula C6H10O3 in a non-equilibrium geometry.

The geometry in XYZ format:
```
19
Properties=species:S:1:pos:R:3:forces:R:3:mulliken_charge:R:1
C 2.493 0.069 -0.143 -0.3 0.0 0.0 -1.072
C 1.207 0.061 0.147 0.7 1.6 2.0 0.318
C 0.087 0.285 0.847 0.6 0.2 -1.0 0.333
C -0.217 1.365 1.836 0.2 0.2 -0.1 -1.439
C -0.951 -0.608 0.280 1.6 -0.6 -1.4 1.093
O -1.204 -1.781 0.936 -0.6 -0.3 -0.1 -0.591
O -2.117 -0.006 -0.077 0.2 -0.1 0.2 -0.512
O -0.007 -1.014 -1.000 -2.3 -0.7 0.5 -0.452
C -0.251 -0.278 -2.190 -0.4 -0.1 0.4 -0.748
H 2.856 0.259 -1.142 0.0 0.3 0.0 0.241
H 3.224 -0.090 0.637 0.0 -0.5 0.0 0.252
H -0.350 0.964 2.845 0.0 0.0 -0.1 0.303
H 0.608 2.078 1.857 0.0 0.0 0.1 0.394
H -1.128 1.904 1.567 0.0 -0.1 0.0 0.307
H -0.467 -2.398 0.839 0.1 0.3 -0.1 0.358
H -2.858 -0.535 0.250 0.1 -0.2 -0.2 0.343
H -0.221 0.797 -1.986 0.0 0.0 -0.1 0.352
H -1.231 -0.535 -2.598 0.1 0.0 -0.1 0.282
H 0.528 -0.539 -2.906 0.0 0.0 0.1 0.238
```
Forces are in eV/Å.

As for the SMILES: C=C=C(C)C(O)(O)OC. For the largest force on an atom, the calculation gives 0.051 Eh/bohr. The value obtained for the HOMO energy is -7.7 eV.

---

No. 4
Density functional theory data (the ωB97M-V functional and the def2-TZVPD basis) for one molecule with the formula C6H10O3S in a non-equilibrium geometry.

The geometry in XYZ format:
```
20
Properties=species:S:1:pos:R:3:forces:R:3:mulliken_charge:R:1
C 2.767 0.403 0.035 -1.0 0.2 0.1 -0.798
C 1.404 0.658 -0.123 1.1 -0.4 -0.3 -0.486
C 0.403 -0.197 -0.922 -0.7 2.0 -0.5 0.256
C -0.013 -1.426 -0.046 0.5 0.2 -0.2 -0.764
C -0.674 -1.005 1.291 0.8 -0.7 0.3 -0.515
O -2.036 -0.532 1.090 1.2 1.5 -1.5 -0.357
S -1.908 0.931 0.310 -3.7 3.5 0.5 1.140
O -1.364 1.978 1.198 0.3 -2.6 -1.3 -0.603
O -3.268 1.286 -0.152 2.5 -1.6 0.5 -0.677
C -0.892 0.682 -1.189 0.5 -1.7 -0.2 -0.899
H 3.529 0.511 -0.751 -0.6 -1.9 -0.2 0.284
H 3.127 0.136 1.045 0.3 2.0 -0.2 0.232
H 0.984 1.533 0.413 -0.3 -1.6 1.2 0.400
H 0.752 -0.518 -1.920 0.1 -0.1 0.5 0.433
H -0.704 -2.092 -0.603 0.2 0.5 0.2 0.359
H 0.907 -2.021 0.122 -0.5 0.3 0.2 0.435
H -0.677 -1.884 1.957 -0.5 0.5 -0.3 0.351
H -0.145 -0.199 1.829 0.1 -0.4 -0.4 0.403
H -0.650 1.633 -1.692 -0.3 -0.1 0.8 0.402
H -1.541 0.123 -1.892 0.0 0.3 0.6 0.404
```
Forces are in eV/Å.

As for the SMILES: C=C[C@H]1CCOS(=O)(=O)C1. For the largest force on an atom, the calculation gives 0.099 Eh/bohr. The value obtained for the HOMO energy is -8.5 eV.

---

No. 5
Density functional theory data (the ωB97M-V functional and the def2-TZVPD basis) for C6H10O4 as an isolated structure in a non-equilibrium geometry.

The geometry in XYZ format:
```
20
Properties=species:S:1:pos:R:3:forces:R:3:mulliken_charge:R:1
C 0.624 0.478 0.081 -0.2 -0.7 -0.9 1.164
C 0.512 0.278 -1.447 0.1 -0.2 -0.6 -0.940
C -0.012 1.761 0.568 -0.2 -0.2 0.1 -1.680
C 2.003 0.234 0.653 -0.1 -0.2 -0.1 -1.600
C 0.070 -0.926 -0.778 1.0 1.2 1.4 0.873
C -1.769 -0.656 0.946 -2.1 -1.3 -0.8 0.217
O -1.749 -0.809 -0.570 -0.9 0.6 0.0 -0.173
O -2.346 -2.060 -1.012 0.6 0.8 0.9 -0.316
O 0.322 -2.101 -0.672 -0.1 -0.2 -0.2 -0.741
O -2.479 0.145 1.444 1.3 -0.2 -0.5 -0.386
H -1.544 -2.631 -1.029 0.1 0.1 0.0 0.353
H 1.413 0.179 -2.046 0.1 0.0 0.0 0.318
H -0.255 0.876 -1.926 0.0 0.0 0.1 0.302
H -1.411 -1.616 1.332 0.6 0.4 0.3 0.350
H -0.124 1.751 1.652 -0.1 0.1 0.0 0.371
H -0.977 1.957 0.105 -0.1 -0.1 0.1 0.391
H 0.618 2.616 0.298 0.2 -0.1 0.0 0.429
H 2.453 -0.683 0.268 -0.1 -0.1 0.1 0.352
H 2.689 1.047 0.390 -0.1 0.1 0.0 0.339
H 1.962 0.162 1.741 0.0 0.0 0.0 0.376
```
Forces are in eV/Å.

For the largest force on an atom, the calculation gives 0.050 Eh/bohr. The value obtained for the HOMO energy is -8.4 eV.

---

No. 6
Density functional theory data (the ωB97M-V functional and the def2-TZVPD basis) for C6H10O4 as an isolated structure in a non-equilibrium geometry.

The geometry in XYZ format:
```
20
Properties=species:S:1:pos:R:3:forces:R:3:mulliken_charge:R:1
C 0.553 0.304 0.653 3.2 -3.3 -0.2 0.058
C 2.683 -1.725 1.327 -0.6 0.0 0.3 -0.091
C 1.785 -1.176 0.315 -2.8 2.3 0.5 0.560
C -1.830 0.775 0.486 0.1 -0.1 -0.1 -1.505
C -0.203 1.435 -1.335 0.0 -0.2 0.0 -1.397
C -0.579 0.368 -0.296 -0.6 0.5 -0.1 0.757
O 0.843 0.995 1.564 -0.2 0.3 0.0 -0.485
O 3.155 -0.864 0.332 0.6 0.4 -0.5 -0.461
O 3.061 -3.055 1.234 0.2 -0.3 -0.2 -0.564
O 1.277 -1.942 -0.699 0.2 0.0 -0.1 -0.522
H 2.699 -1.359 2.345 0.1 0.0 0.1 0.409
H -1.655 1.716 1.002 0.0 0.1 0.0 0.311
H -2.671 0.897 -0.190 -0.1 0.0 -0.1 0.424
H -2.081 0.019 1.227 -0.1 0.0 0.0 0.373
H -1.048 1.614 -1.994 0.0 0.0 -0.1 0.392
H 0.645 1.104 -1.927 0.1 0.0 -0.1 0.377
H 0.058 2.367 -0.838 0.0 0.1 0.0 0.339
H -0.717 -0.595 -0.790 0.1 0.1 0.1 0.312
H 3.654 -3.159 0.476 0.0 0.1 0.2 0.360
H 1.574 -2.861 -0.606 0.0 0.1 0.1 0.352
```
Forces are in eV/Å.

For the largest force on an atom, the calculation gives 0.089 Eh/bohr. The value obtained for the HOMO energy is -9.1 eV.

---

No. 7
Density functional theory data (the ωB97M-V functional and the def2-TZVPD basis) for C6H10OS as an isolated structure in a non-equilibrium geometry.

The geometry in XYZ format:
```
18
Properties=species:S:1:pos:R:3:forces:R:3:mulliken_charge:R:1
C 0.855 -0.532 1.106 -1.6 1.4 -1.0 0.406
C 1.261 -1.364 2.058 -0.1 -0.3 -0.2 -0.914
C 0.254 -0.769 -0.352 0.7 -1.2 0.8 0.332
C -0.107 1.482 -0.732 1.2 0.6 3.1 -0.172
C -0.507 -2.066 -0.514 3.2 -1.7 -0.9 -1.474
C -0.990 2.714 -0.863 -0.4 -0.6 0.0 -0.965
O -0.634 0.260 -0.755 -0.5 0.5 -0.3 -0.369
S 0.870 1.195 1.375 -0.7 0.9 -0.8 -0.252
H 1.545 -0.906 3.004 0.2 -0.4 -0.2 0.244
H 1.316 -2.442 1.940 -0.1 0.1 0.0 0.264
H 1.168 -0.759 -0.919 0.2 0.2 -1.0 0.263
H 0.925 1.541 -0.955 0.7 0.1 -1.2 0.573
H -1.169 -2.105 0.269 -1.1 -0.8 2.5 0.446
H 0.248 -2.979 -0.626 -1.8 1.9 0.7 0.284
H -1.191 -2.146 -1.316 -0.2 0.5 -1.6 0.435
H -1.875 2.474 -0.273 0.0 0.4 0.4 0.298
H -1.422 2.662 -1.891 0.7 0.6 0.4 0.324
H -0.546 3.740 -0.555 -0.5 -2.1 -0.8 0.277
```
Forces are in eV/Å.

For the largest force on an atom, the calculation gives 0.072 Eh/bohr. The value obtained for the HOMO energy is -7.7 eV.

---

Results for energy: -12521.9153, -12523.9512, -12522.9621, -23357.7643, -14567.9102, -14571.7711, -19264.1559 (in eV, following the order of the records).
Results for frontier orbital gap: 8.501, 8.945, 8.385, 8.133, 8.379, 9.721, 8.318 (in eV, following the order of the records).
Results for ΔE to the lowest compared entry with this formula, charge and spin: 468.7, 272.2, 367.7, 280.8, 617.7, 245.1, 277.3 (in kJ/mol, following the order of the records).